{"formula": "C4H4ClNO", "method": "wB97M-V/def2-TZVPD", "symbols": ["Cl", "O", "N", "C", "C", "C", "C", "H", "H", "H", "H"], "coordinates": [[-2.87620, -0.58060, -0.01841], [0.89604, 0.63831, -0.03820], [-1.58021, 2.89166, 0.00500], [-1.16458, -0.59025, 0.02389], [-1.10372, 1.84258, -0.00790], [1.59462, -0.58258, 0.00043], [-0.45390, 0.55285, -0.00327], [1.36536, -1.16979, -0.88731], [-0.71657, -1.55964, 0.03558], [2.65839, -0.31002, -0.02774], [1.38077, -1.13252, 0.91794]], "forces_ev_per_a": [[-0.13, -0.03, 0.07], [-0.43, 0.51, 0.17], [0.19, -0.57, -0.03], [0.19, 0.89, -0.11], [0.05, 0.46, 0.02], [0.80, 0.10, -0.14], [-0.31, -0.59, -0.05], [-0.07, -0.24, 0.00], [0.15, -0.29, 0.01], [-0.38, -0.15, 0.07], [-0.05, -0.09, -0.02]], "homo_ev": -9.483, "lumo_energy_ha": 0.0213, "smiles": "CO/C(C#N)=C/Cl", "de_lowest_ev": 1.306}